(1)
Here is a 2-piece molecular cluster, C6H10O overall from OMol25. Energies are from ωB97M-V/def2-TZVPD.

The HOMO-LUMO gap (alpha / beta) comes out at 9.3 / 6.1 eV. The value obtained for the relative energy (zero: lowest compared OMol25 entry of this formula, charge and spin) is 3.389 eV. As for the HOMO energy (alpha / beta): -0.5512 / -0.5439 Eh. The expectation value of S² is 0.779. The spin multiplicity is 2. The value obtained for the LUMO energy (alpha / beta) is -5.71 / -8.75 eV. Its charge is +1.

Each line ends with the Mulliken charge.
CARTESIAN COORDINATES (ANGSTROEM)
1 C -0.16 1.29 -0.97  -0.27
2 C -0.20 2.53 -0.48  -0.77
3 C -1.52 -0.46 0.39  -0.37
4 C -0.48 -0.04 -0.32  1.09
5 C 0.40 -1.08 -0.93  -0.12
6 C 0.64 -2.37 -0.62  -0.81
7 H 0.22 1.06 -1.96  0.28
8 H 0.18 3.31 -1.06  0.32
9 H -0.61 2.60 0.50  0.28
10 H -1.79 -1.55 0.30  0.28
11 H -2.30 0.31 0.67  0.29
12 H 1.13 -0.69 -1.64  0.20
13 H 1.48 -2.92 -0.91  0.28
14 H 0.03 -2.94 -0.01  0.27
15 H 0.50 -0.22 2.27  0.32
16 H 1.27 0.94 2.03  0.32
17 O 1.21 0.23 2.73  -0.59

***

(2)
Here is C27H50N5O9P2SV as an isolated structure from OMol25. Energies are from ωB97M-V/def2-TZVPD.

The HOMO-LUMO gap (alpha / beta) comes out at 5.8 / 6.9 eV. The value obtained for the relative energy (zero: lowest compared OMol25 entry of this formula, charge and spin) is 0.000 eV. As for the HOMO energy (alpha / beta): -0.1269 / -0.1693 Eh. The expectation value of S² is 3.757. The spin multiplicity is 4. The value obtained for the LUMO energy (alpha / beta) is 2.32 / 2.32 eV. Its charge is -1.

Each line ends with the Mulliken charge.
CARTESIAN COORDINATES (ANGSTROEM)
1 V 5.91 -19.94 1.62  0.48
2 N 7.03 -20.61 -0.22  -0.32
3 C 6.32 -19.95 -1.29  -0.09
4 C 4.82 -20.35 -1.07  0.22
5 O 4.22 -20.97 -1.98  -0.83
6 N 4.39 -20.06 0.14  0.22
7 C 3.21 -20.86 0.51  -0.89
8 C 3.71 -21.89 1.59  0.57
9 O 2.93 -22.84 1.83  -0.80
10 O 4.81 -21.64 2.17  -0.48
11 H 8.00 -20.39 -0.23  0.22
12 H 6.96 -21.63 -0.38  0.18
13 H 6.66 -20.34 -2.27  0.37
14 H 6.45 -18.86 -1.25  -0.08
15 H 2.83 -21.42 -0.33  0.44
16 H 2.38 -20.30 0.96  0.04
17 C 5.78 -24.16 3.77  -1.62
18 C 6.96 -23.72 2.95  3.25
19 C 6.90 -24.23 1.50  -1.37
20 O 8.18 -24.22 3.60  -0.33
21 P 9.61 -23.49 3.43  0.87
22 O 10.08 -23.34 2.06  -0.77
23 C 9.41 -21.93 4.43  -0.66
24 P 8.73 -20.42 3.66  -2.03
25 O 7.45 -20.56 2.97  1.85
26 O 8.59 -19.47 4.93  -0.06
27 C 7.35 -18.93 5.41  1.68
28 C 7.30 -17.44 5.27  -0.93
29 C 7.25 -19.36 6.83  -1.73
30 O 9.73 -19.75 2.71  0.30
31 C 11.11 -19.30 2.93  0.48
32 C 11.14 -17.84 2.45  -1.10
33 C 11.98 -20.22 2.18  -1.15
34 O 10.53 -24.36 4.44  -0.40
35 C 10.88 -25.64 3.81  0.75
36 C 12.40 -25.84 3.89  -1.49
37 C 10.17 -26.78 4.55  -1.46
38 H 4.93 -23.58 3.54  0.27
39 H 6.02 -23.92 4.81  0.40
40 H 5.64 -25.27 3.81  0.33
41 H 7.00 -22.64 2.96  -1.82
42 H 6.58 -25.32 1.49  0.30
43 H 7.87 -24.10 1.04  0.44
44 H 6.13 -23.70 0.97  0.18
45 H 10.37 -21.64 4.90  0.61
46 H 8.70 -22.16 5.23  0.29
47 H 6.43 -19.34 4.87  -0.42
48 H 8.33 -17.00 5.34  0.17
49 H 6.59 -17.03 6.01  0.37
50 H 6.95 -17.16 4.33  -0.01
51 H 7.98 -18.78 7.37  0.42
52 H 7.42 -20.46 6.92  0.28
53 H 6.31 -19.10 7.25  0.43
54 H 11.35 -19.33 3.97  0.38
55 H 10.64 -17.83 1.51  0.04
56 H 12.19 -17.52 2.43  0.47
57 H 10.62 -17.24 3.17  0.30
58 H 11.85 -20.15 1.11  0.27
59 H 11.72 -21.21 2.48  0.17
60 H 13.05 -20.09 2.40  0.38
61 H 10.62 -25.59 2.77  0.39
62 H 12.79 -25.42 4.83  0.32
63 H 12.93 -25.45 2.98  0.32
64 H 12.64 -26.89 3.94  0.43
65 H 10.49 -26.75 5.62  0.29
66 H 10.47 -27.69 4.11  0.45
67 H 9.07 -26.77 4.58  0.25
68 C 1.92 -16.95 2.73  -1.68
69 C 3.40 -16.78 2.31  2.30
70 C 3.61 -16.69 0.78  -1.26
71 C 4.08 -15.60 3.05  -1.54
72 C 4.06 -18.00 2.74  0.00
73 N 4.58 -18.87 3.32  -0.68
74 H 1.30 -16.13 2.47  0.44
75 H 1.85 -17.10 3.80  0.38
76 H 1.54 -17.92 2.31  0.30
77 H 3.28 -15.74 0.36  0.48
78 H 2.98 -17.49 0.35  0.26
79 H 4.68 -16.75 0.53  0.01
80 H 3.55 -14.66 2.93  0.42
81 H 5.09 -15.40 2.64  0.27
82 H 4.21 -15.79 4.11  0.32
83 C 8.44 -13.51 -0.87  -1.34
84 C 8.36 -15.00 -0.85  0.94
85 C 8.71 -15.71 -1.98  -0.82
86 C 8.82 -17.07 -1.83  -0.35
87 N 8.54 -17.63 -0.62  -0.21
88 C 7.95 -16.86 0.36  -0.32
89 S 7.20 -17.65 1.71  -0.19
90 N 8.06 -15.53 0.28  -0.54
91 H 8.64 -13.20 0.09  0.40
92 H 7.49 -13.13 -1.20  0.27
93 H 9.21 -13.18 -1.64  0.33
94 H 8.82 -15.20 -2.94  0.37
95 H 9.33 -17.69 -2.57  0.41

***

(3)
Here is C30H31AuN8O2S2 as an isolated structure from OMol25. Energies are from ωB97M-V/def2-TZVPD.

The HOMO-LUMO gap (alpha / beta) comes out at 5.8 / 2.5 eV. The value obtained for the relative energy (zero: lowest compared OMol25 entry of this formula, charge and spin) is 0.275 eV. As for the HOMO energy (alpha / beta): -0.4763 / -0.4753 Eh. The expectation value of S² is 2.038. The spin multiplicity is 3. The value obtained for the LUMO energy (alpha / beta) is -7.20 / -10.46 eV. Its charge is +2.

Each line ends with the Mulliken charge.
CARTESIAN COORDINATES (ANGSTROEM)
1 Au 1.22 -0.06 0.56  1.42
2 C -6.53 -0.77 -1.78  -1.53
3 C -5.10 -1.19 -1.53  0.80
4 C -4.03 -0.41 -1.98  -0.76
5 C -2.72 -0.83 -1.81  -0.46
6 C -2.47 -2.04 -1.16  0.07
7 C -3.52 -2.83 -0.71  -0.47
8 C -4.82 -2.40 -0.89  -0.72
9 S -0.81 -2.60 -1.01  0.98
10 O -0.83 -3.99 -0.66  -0.72
11 O -0.09 -2.12 -2.15  -0.60
12 N -0.25 -1.72 0.25  -0.43
13 C -0.19 -2.11 1.56  1.04
14 C -0.85 -3.12 2.26  -0.83
15 C -0.65 -3.21 3.62  -0.44
16 C 0.21 -2.32 4.28  -0.82
17 C 0.84 -1.37 3.54  -0.31
18 N 0.65 -1.27 2.21  -0.18
19 H -6.59 0.27 -2.11  0.36
20 H -7.14 -0.89 -0.88  0.39
21 H -6.97 -1.39 -2.55  0.34
22 H -4.24 0.51 -2.51  0.40
23 H -1.89 -0.25 -2.20  0.52
24 H -3.31 -3.79 -0.24  0.50
25 H -5.64 -3.02 -0.56  0.43
26 H -1.49 -3.82 1.73  0.50
27 H -1.16 -3.98 4.18  0.44
28 H 0.39 -2.40 5.35  0.43
29 H 1.54 -0.67 3.99  0.44
30 S -0.69 6.94 3.59  0.35
31 N 0.76 6.27 3.36  -0.59
32 C 0.53 5.09 2.84  0.92
33 C 1.54 4.13 2.46  0.17
34 C 2.90 4.37 2.63  -0.48
35 C 3.80 3.40 2.25  -0.82
36 C 3.30 2.22 1.73  -0.45
37 N 2.00 1.97 1.57  -0.02
38 C 1.11 2.91 1.91  -0.05
39 C -0.36 2.65 1.73  -0.15
40 N -0.73 1.51 1.19  0.00
41 C -2.03 1.22 1.04  -0.40
42 C -3.07 2.11 1.38  -1.01
43 C -2.73 3.31 1.93  -0.64
44 C -1.35 3.60 2.12  0.25
45 C -0.91 4.81 2.66  1.09
46 N -1.69 5.83 3.07  -0.55
47 H 3.22 5.32 3.05  0.57
48 H 4.87 3.54 2.37  0.48
49 H 3.98 1.42 1.43  0.46
50 H -2.25 0.24 0.62  0.58
51 H -4.10 1.83 1.22  0.58
52 H -3.47 4.04 2.22  0.56
53 C 3.06 -2.64 -0.62  -0.37
54 C 3.72 -1.37 -1.13  -0.86
55 N 3.16 -0.84 -2.38  0.32
56 C 3.63 -1.47 -3.64  -0.98
57 C 2.67 -2.52 -4.19  -0.80
58 C 2.29 0.16 -2.41  1.23
59 C 1.95 0.78 -3.74  -1.86
60 N 1.75 0.68 -1.32  -0.47
61 H 3.56 -2.97 0.29  0.41
62 H 3.13 -3.44 -1.35  0.36
63 H 2.01 -2.48 -0.40  -0.33
64 H 4.77 -1.55 -1.32  0.49
65 H 3.66 -0.58 -0.38  0.16
66 H 4.59 -1.94 -3.40  0.37
67 H 3.83 -0.70 -4.38  0.51
68 H 2.58 -3.37 -3.52  0.24
69 H 3.05 -2.88 -5.15  0.44
70 H 1.67 -2.12 -4.35  0.14
71 H 1.64 0.04 -4.47  0.36
72 H 2.82 1.31 -4.14  0.34
73 H 1.14 1.50 -3.63  0.48
74 H 1.17 1.47 -1.55  0.17

***

(4)
Here is C31H73F3Li2N4O5 as an isolated structure from OMol25. Energies are from ωB97M-V/def2-TZVPD.

The HOMO-LUMO gap comes out at 5.6 eV. The value obtained for the relative energy (zero: lowest compared OMol25 entry of this formula, charge and spin) is 11.831 eV. As for the HOMO energy: -0.2473 Eh. The value obtained for the LUMO energy is -1.13 eV.

Each line ends with the Mulliken charge.
CARTESIAN COORDINATES (ANGSTROEM)
1 Li -2.75 -1.49 2.22  0.86
2 Li 1.52 -0.67 3.72  0.87
3 O 0.05 0.15 0.40  -1.04
4 H 0.23 0.32 -0.55  0.13
5 O -1.41 -2.48 5.42  -1.04
6 H -1.72 -3.09 6.12  0.15
7 C 4.95 -6.33 -0.34  -1.29
8 C 4.08 -7.45 -0.91  -0.35
9 N 4.79 -8.81 -1.03  0.01
10 C 5.37 -9.35 0.17  -0.86
11 C 4.44 -9.57 1.36  -0.99
12 C 3.87 -9.76 -1.66  -0.49
13 C 3.73 -9.47 -3.22  -1.35
14 H 5.05 -6.56 0.72  0.28
15 H 4.30 -5.45 -0.32  0.39
16 H 5.95 -6.11 -0.72  0.32
17 H 3.22 -7.55 -0.25  0.35
18 H 3.74 -7.07 -1.87  0.32
19 H 5.82 -10.26 -0.21  0.53
20 H 6.27 -8.79 0.40  0.39
21 H 3.97 -8.61 1.56  0.24
22 H 3.65 -10.30 1.20  0.27
23 H 5.00 -9.89 2.23  0.38
24 H 2.86 -9.70 -1.25  0.28
25 H 4.17 -10.79 -1.51  0.48
26 H 4.67 -9.22 -3.70  0.32
27 H 3.01 -8.70 -3.48  0.34
28 H 3.24 -10.32 -3.71  0.42
29 C -4.11 -6.08 -1.04  -1.06
30 C -3.85 -4.93 -0.09  -0.69
31 N -5.06 -4.25 0.39  -0.02
32 C -5.77 -5.12 1.38  -0.59
33 C -6.63 -4.28 2.36  -1.18
34 C -5.99 -3.66 -0.58  -0.30
35 C -5.28 -2.64 -1.53  -1.28
36 H -4.74 -5.79 -1.87  0.27
37 H -4.54 -6.91 -0.47  0.29
38 H -3.20 -6.47 -1.50  0.40
39 H -3.33 -5.30 0.79  0.40
40 H -3.21 -4.19 -0.58  0.39
41 H -6.32 -5.87 0.80  0.35
42 H -5.05 -5.65 2.00  0.40
43 H -6.03 -3.53 2.88  0.26
44 H -7.46 -3.76 1.90  0.34
45 H -7.08 -4.99 3.05  0.40
46 H -6.67 -3.01 -0.03  0.30
47 H -6.61 -4.36 -1.15  0.34
48 H -5.99 -2.26 -2.26  0.40
49 H -4.50 -3.06 -2.17  0.31
50 H -4.77 -1.83 -1.01  0.29
51 C -7.85 6.20 -2.19  -1.19
52 C -7.00 7.40 -2.65  -0.44
53 N -6.07 6.98 -3.74  0.09
54 C -5.61 8.08 -4.59  -0.35
55 C -6.78 8.57 -5.40  -1.33
56 C -4.91 6.26 -3.14  -0.49
57 C -4.14 5.46 -4.19  -1.34
58 H -7.24 5.30 -2.06  0.27
59 H -8.56 5.95 -2.98  0.29
60 H -8.41 6.46 -1.30  0.39
61 H -7.63 8.26 -2.90  0.37
62 H -6.38 7.63 -1.79  0.27
63 H -5.14 8.88 -4.02  0.30
64 H -4.80 7.76 -5.25  0.31
65 H -7.54 9.14 -4.86  0.31
66 H -6.45 9.18 -6.24  0.41
67 H -7.36 7.74 -5.82  0.33
68 H -5.20 5.54 -2.38  0.42
69 H -4.21 7.00 -2.74  0.31
70 H -3.45 4.78 -3.68  0.42
71 H -3.55 6.09 -4.85  0.33
72 H -4.85 4.90 -4.79  0.33
73 C 4.18 -2.34 5.96  -1.09
74 C 4.34 -0.87 6.38  -0.53
75 N 4.57 0.07 5.30  -0.02
76 C 5.93 -0.01 4.81  -0.39
77 C 6.09 0.70 3.47  -1.19
78 C 4.31 1.45 5.79  -0.44
79 C 2.84 1.77 6.05  -1.13
80 H 3.88 -2.97 6.79  0.37
81 H 5.08 -2.80 5.55  0.34
82 H 3.55 -2.40 5.07  0.21
83 H 3.46 -0.57 6.96  0.34
84 H 5.22 -0.82 7.02  0.32
85 H 6.62 0.31 5.59  0.30
86 H 6.12 -1.08 4.72  0.35
87 H 6.13 1.78 3.62  0.32
88 H 6.99 0.33 2.99  0.41
89 H 5.27 0.55 2.76  0.29
90 H 4.73 2.28 5.21  0.37
91 H 4.82 1.43 6.75  0.35
92 H 2.32 1.74 5.10  0.17
93 H 2.79 2.81 6.37  0.37
94 H 2.30 1.09 6.70  0.34
95 C 2.21 7.84 0.32  -1.05
96 C 1.71 9.03 1.13  -0.27
97 O 2.25 10.24 0.68  -0.19
98 C 1.91 11.37 1.30  0.38
99 O 1.07 11.45 2.24  -0.56
100 C 2.56 12.62 0.67  0.84
101 F 1.64 13.61 0.40  -0.24
102 F 3.53 12.99 1.51  -0.24
103 F 3.19 12.38 -0.44  -0.24
104 H 2.48 8.17 -0.68  0.31
105 H 1.45 7.06 0.29  0.33
106 H 3.04 7.36 0.85  0.28
107 H 1.81 8.86 2.20  0.34
108 H 0.63 9.10 1.00  0.30
109 C 3.35 0.75 -4.80  -1.01
110 C 2.94 -0.45 -5.58  0.76
111 O 3.55 -0.75 -6.58  -0.55
112 C 1.70 -1.21 -5.13  -1.00
113 H 2.53 1.45 -4.68  0.31
114 H 4.23 1.18 -5.28  0.30
115 H 3.70 0.40 -3.83  0.30
116 H 0.83 -0.62 -5.42  0.27
117 H 1.75 -1.33 -4.05  0.32
118 H 1.65 -2.21 -5.57  0.29

***

(5)
Here is one molecule with the formula C27H32N6O3 from OMol25. Energies are from ωB97M-V/def2-TZVPD.

The HOMO-LUMO gap comes out at 8.2 eV. The value obtained for the relative energy (zero: lowest compared OMol25 entry of this formula, charge and spin) is 2.091 eV. As for the HOMO energy: -0.2972 Eh. The value obtained for the LUMO energy is 0.14 eV. As for the SMILES: CCOc1ccc2[nH]c(=O)c(CN(Cc3nnnn3CCc3ccccc3)C[C@H]3CCCO3)cc2c1.

Each line ends with the Mulliken charge.
CARTESIAN COORDINATES (ANGSTROEM)
1 C -8.72 -1.17 -0.18  -1.04
2 C -7.89 -1.34 1.09  -0.43
3 O -6.51 -1.53 0.83  -0.47
4 C -5.74 -0.48 0.44  0.47
5 C -6.14 0.86 0.41  -0.54
6 C -5.26 1.84 0.02  -1.20
7 C -3.96 1.53 -0.35  -0.43
8 N -3.07 2.49 -0.75  -0.03
9 C -1.76 2.27 -1.12  0.15
10 O -1.06 3.21 -1.47  -0.76
11 C -1.33 0.88 -1.07  0.51
12 C 0.11 0.59 -1.42  -2.17
13 N 1.02 0.63 -0.29  0.87
14 C 1.05 1.92 0.39  -0.55
15 C 2.36 2.08 1.07  0.04
16 N 2.60 2.25 2.35  -0.41
17 N 3.92 2.34 2.48  -0.76
18 N 4.49 2.24 1.35  -0.44
19 N 3.55 2.07 0.42  0.91
20 C 3.82 1.93 -0.98  -0.11
21 C 5.15 1.21 -1.22  -1.64
22 C 5.07 -0.24 -0.82  0.44
23 C 4.58 -1.18 -1.72  -0.10
24 C 4.49 -2.51 -1.36  -0.49
25 C 4.90 -2.92 -0.10  -0.48
26 C 5.38 -1.99 0.80  -0.65
27 C 5.46 -0.65 0.44  -0.24
28 C 0.85 -0.45 0.66  -1.26
29 C 1.25 -1.81 0.07  0.63
30 C 1.60 -2.83 1.16  -0.72
31 C 1.16 -4.15 0.53  -0.66
32 C -0.08 -3.70 -0.23  -0.54
33 O 0.19 -2.39 -0.69  -0.35
34 C -2.19 -0.10 -0.70  -0.06
35 C -3.53 0.18 -0.32  1.04
36 C -4.43 -0.80 0.08  -0.50
37 H -8.58 -2.04 -0.82  0.30
38 H -9.77 -1.09 0.08  0.36
39 H -8.41 -0.29 -0.73  0.34
40 H -8.04 -0.49 1.77  0.33
41 H -8.19 -2.25 1.62  0.32
42 H -7.14 1.14 0.69  0.35
43 H -5.59 2.87 0.00  0.37
44 H -3.38 3.45 -0.78  0.23
45 H 0.19 -0.40 -1.86  0.99
46 H 0.45 1.34 -2.14  0.47
47 H 0.26 2.02 1.15  0.38
48 H 0.91 2.71 -0.35  0.55
49 H 3.85 2.93 -1.43  0.25
50 H 2.99 1.37 -1.41  0.06
51 H 5.93 1.71 -0.64  0.48
52 H 5.40 1.29 -2.28  0.51
53 H 4.26 -0.87 -2.70  0.40
54 H 4.12 -3.24 -2.07  0.38
55 H 4.85 -3.96 0.18  0.41
56 H 5.69 -2.30 1.79  0.42
57 H 5.84 0.08 1.15  0.43
58 H 1.52 -0.25 1.50  0.67
59 H -0.18 -0.51 1.05  0.00
60 H 2.10 -1.66 -0.60  -0.27
61 H 2.66 -2.80 1.41  0.28
62 H 1.02 -2.63 2.06  0.46
63 H 0.95 -4.93 1.26  0.46
64 H 1.92 -4.50 -0.17  0.21
65 H -0.32 -4.32 -1.09  0.37
66 H -0.95 -3.68 0.45  0.25
67 H -1.85 -1.13 -0.71  0.67
68 H -4.12 -1.83 0.11  0.49

***

(6)
Here is one molecule with the formula C6H11NO from OMol25. Energies are from ωB97M-V/def2-TZVPD.

The HOMO-LUMO gap comes out at 9.1 eV. The value obtained for the relative energy (zero: lowest compared OMol25 entry of this formula, charge and spin) is 4.483 eV. As for the HOMO energy: -0.3001 Eh. The value obtained for the LUMO energy is 0.90 eV. As for the SMILES: CC1=[N+]([O-])[C@H](C)CC1.

Each line ends with the Mulliken charge.
CARTESIAN COORDINATES (ANGSTROEM)
1 C -2.59 -0.65 0.11  -1.05
2 C -1.22 -0.11 0.10  0.38
3 N -0.18 -0.88 0.01  0.67
4 O -0.14 -2.10 -0.03  -0.77
5 C 1.08 -0.22 -0.29  0.11
6 C 2.44 -0.67 0.21  -1.18
7 C 0.68 1.28 0.08  -0.96
8 C -0.95 1.32 -0.06  -0.43
9 H -3.06 -0.82 1.28  0.24
10 H -3.21 -0.17 -0.77  0.28
11 H -2.50 -1.72 -0.36  0.31
12 H 1.20 -0.21 -1.46  0.15
13 H 3.12 0.16 -0.08  0.37
14 H 2.97 -1.65 -0.42  0.25
15 H 2.57 -0.60 1.34  0.31
16 H 1.05 1.39 1.09  0.37
17 H 1.28 1.90 -0.54  0.41
18 H -1.13 2.06 0.75  0.22
19 H -1.42 1.71 -0.96  0.33